DFT (the ωB97M-V functional and the def2-TZVPD basis) results for 12 unconnected molecules or ions with the total composition C24H48O48S12 in a non-equilibrium geometry.

## Properties
spin multiplicity: 1
Kohn-Sham gap: 10.23 eV
lowest unoccupied orbital energy: -0.0138 Eh
structure (SMILES): O=S1(=O)OCCO1.O=S1(=O)OCCO1.O=S1(=O)OCCO1.O=S1(=O)OCCO1.O=S1(=O)OCCO1.O=S1(=O)OCCO1.O=S1(=O)OCCO1.O=S1(=O)OCCO1.O=S1(=O)OCCO1.O=S1(=O)OCCO1.O=S1(=O)OCCO1.O=S1(=O)OCCO1

Each atom is followed by the atoms it is bonded to, with distances in Å.
Atoms and positions in Å:
1 C 21.132 12.758 7.703  C2 1.542, O7 1.410, H8 1.088, H9 1.091
2 C 21.527 11.319 8.092  C1 1.542, O3 1.430, H10 1.085, H11 1.086
3 O 20.365 10.745 8.695  C2 1.430, S4 1.623
4 S 19.016 11.622 8.478  O3 1.623, O5 1.441, O6 1.438, O7 1.678
5 O 18.235 11.620 9.689  S4 1.441
6 O 18.479 11.125 7.240  S4 1.438
7 O 19.865 13.051 8.246  C1 1.410, S4 1.678
8 H 21.148 12.904 6.624  C1 1.088
9 H 21.947 13.366 8.101  C1 1.091
10 H 22.411 11.318 8.721  C2 1.085
11 H 21.619 10.767 7.161  C2 1.086
12 C 26.949 14.020 9.602  C13 1.531, O18 1.429, H19 1.084, H20 1.087
13 C 27.803 12.893 9.014  C12 1.531, O14 1.436, H21 1.085, H22 1.090
14 O 27.267 11.659 9.513  C13 1.436, S15 1.633
15 S 25.846 11.876 10.288  O14 1.633, O16 1.437, O17 1.429, O18 1.618
16 O 25.828 11.034 11.452  S15 1.437
17 O 24.736 11.870 9.389  S15 1.429
18 O 26.147 13.429 10.627  C12 1.429, S15 1.618
19 H 26.298 14.478 8.865  C12 1.084
20 H 27.588 14.740 10.106  C12 1.087
21 H 28.848 12.961 9.298  C13 1.085
22 H 27.629 12.861 7.939  C13 1.090
23 C 23.529 9.284 0.753  C24 1.510, O29 1.440, H30 1.086, H31 1.091
24 C 23.884 10.708 1.107  C23 1.510, O25 1.442, H32 1.087, H33 1.088
25 O 22.700 11.501 0.890  C24 1.442, S26 1.626
26 S 21.395 10.581 1.199  O25 1.626, O27 1.443, O28 1.436, O29 1.629
27 O 20.694 10.510 -0.060  S26 1.443
28 O 20.710 11.012 2.385  S26 1.436
29 O 22.254 9.216 1.421  C23 1.440, S26 1.629
30 H 24.208 8.542 1.160  C23 1.086
31 H 23.335 9.127 -0.310  C23 1.091
32 H 24.599 11.139 0.410  C24 1.087
33 H 24.159 10.814 2.154  C24 1.088
34 C 18.425 14.610 5.786  C35 1.535, O40 1.403, H41 1.089, H42 1.088
35 C 17.595 13.406 5.319  C34 1.535, O36 1.426, H43 1.091, H44 1.087
36 O 18.462 12.614 4.510  C35 1.426, S37 1.634
37 S 19.765 13.448 3.986  O36 1.634, O38 1.428, O39 1.432, O40 1.591
38 O 19.511 13.732 2.609  S37 1.428
39 O 20.979 12.838 4.441  S37 1.432
40 O 19.402 14.771 4.792  C34 1.403, S37 1.591
41 H 18.855 14.390 6.761  C34 1.089
42 H 17.810 15.506 5.823  C34 1.088
43 H 16.700 13.700 4.767  C35 1.091
44 H 17.287 12.776 6.149  C35 1.087
45 C 22.997 16.974 7.175  C46 1.554, O51 1.435, H52 1.090, H53 1.088
46 C 22.425 16.362 5.865  C45 1.554, O47 1.400, H54 1.088, H55 1.092
47 O 23.476 15.564 5.398  C46 1.400, S48 1.587
48 S 24.504 15.046 6.490  O47 1.587, O49 1.428, O50 1.424, O51 1.610
49 O 25.821 15.476 6.147  S48 1.428
50 O 24.221 13.677 6.763  S48 1.424
51 O 23.950 16.012 7.653  C45 1.435, S48 1.610
52 H 22.216 17.030 7.934  C45 1.090
53 H 23.429 17.972 7.135  C45 1.088
54 H 22.093 17.140 5.181  C46 1.088
55 H 21.543 15.748 6.060  C46 1.092
56 C 20.559 6.699 10.907  C57 1.530, O62 1.426, H63 1.090, H64 1.091
57 C 20.665 7.961 10.051  C56 1.530, O58 1.426, H65 1.089, H66 1.095
58 O 21.564 7.670 8.983  C57 1.426, S59 1.635
59 S 22.175 6.155 9.055  O58 1.635, O60 1.425, O61 1.418, O62 1.631
60 O 23.479 6.146 9.630  S59 1.425
61 O 21.962 5.471 7.831  S59 1.418
62 O 21.037 5.626 10.097  C56 1.426, S59 1.631
63 H 19.537 6.365 11.092  C56 1.090
64 H 21.043 6.767 11.883  C56 1.091
65 H 20.918 8.931 10.477  C57 1.089
66 H 19.692 8.168 9.594  C57 1.095
67 C 22.428 6.566 3.328  C68 1.593, O73 1.435, H74 1.089, H75 1.090
68 C 22.072 5.074 3.761  C67 1.593, O69 1.436, H76 1.089, H77 1.084
69 O 23.126 4.257 3.229  C68 1.436, S70 1.612
70 S 23.667 4.942 1.874  O69 1.612, O71 1.442, O72 1.450, O73 1.642
71 O 22.710 4.965 0.796  S70 1.442
72 O 25.045 4.579 1.604  S70 1.450
73 O 23.636 6.430 2.567  C67 1.435, S70 1.642
74 H 22.473 7.239 4.183  C67 1.089
75 H 21.702 7.063 2.684  C67 1.090
76 H 21.202 4.784 3.175  C68 1.089
77 H 22.015 4.808 4.809  C68 1.084
78 C 29.410 9.402 6.145  C79 1.507, O84 1.411, H85 1.094, H86 1.094
79 C 30.682 9.363 6.954  C78 1.507, O80 1.390, H87 1.098, H88 1.091
80 O 31.640 9.802 6.047  C79 1.390, S81 1.632
81 S 31.394 9.111 4.589  O80 1.632, O82 1.437, O83 1.436, O84 1.653
82 O 32.041 7.828 4.596  S81 1.437
83 O 31.606 10.106 3.576  S81 1.436
84 O 29.783 8.885 4.887  C78 1.411, S81 1.653
85 H 28.884 10.361 6.127  C78 1.094
86 H 28.683 8.681 6.532  C78 1.094
87 H 30.808 8.343 7.339  C79 1.098
88 H 30.667 9.944 7.877  C79 1.091
89 C 20.200 8.383 6.046  C90 1.534, O95 1.404, H96 1.092, H97 1.088
90 C 19.604 9.118 4.838  C89 1.534, O91 1.432, H98 1.092, H99 1.087
91 O 18.328 8.482 4.704  C90 1.432, S92 1.645
92 S 18.526 6.875 4.996  O91 1.645, O93 1.448, O94 1.426, O95 1.657
93 O 19.210 6.244 3.887  S92 1.448
94 O 17.276 6.356 5.445  S92 1.426
95 O 19.583 7.137 6.244  C89 1.404, S92 1.657
96 H 19.835 8.969 6.892  C89 1.092
97 H 21.282 8.312 5.956  C89 1.088
98 H 20.143 8.999 3.895  C90 1.092
99 H 19.548 10.190 5.015  C90 1.087
100 C 25.314 13.862 2.650  C101 1.495, O106 1.436, H107 1.095, H108 1.090
101 C 26.760 14.177 2.864  C100 1.495, O102 1.428, H109 1.092, H110 1.089
102 O 27.220 14.738 1.635  C101 1.428, S103 1.638
103 S 26.303 14.214 0.383  O102 1.638, O104 1.435, O105 1.430, O106 1.628
104 O 26.984 13.326 -0.515  S103 1.435
105 O 25.629 15.326 -0.211  S103 1.430
106 O 25.261 13.367 1.303  C100 1.436, S103 1.628
107 H 24.700 14.768 2.678  C100 1.095
108 H 24.857 13.277 3.449  C100 1.090
109 H 27.331 13.278 3.106  C101 1.092
110 H 26.911 14.934 3.632  C101 1.089
111 C 24.791 3.414 7.854  C112 1.517, O117 1.439, H118 1.087, H119 1.090
112 C 24.377 2.893 6.491  C111 1.517, O113 1.427, H120 1.090, H121 1.087
113 O 25.190 3.647 5.594  C112 1.427, S114 1.636
114 S 25.471 5.153 6.169  O113 1.636, O115 1.427, O116 1.418, O117 1.644
115 O 24.402 6.028 5.811  S114 1.427
116 O 26.800 5.522 5.837  S114 1.418
117 O 25.373 4.726 7.754  C111 1.439, S114 1.644
118 H 25.465 2.720 8.352  C111 1.087
119 H 23.915 3.599 8.475  C111 1.090
120 H 23.319 3.038 6.275  C112 1.090
121 H 24.679 1.860 6.338  C112 1.087
122 C 24.304 9.115 7.480  C123 1.502, O128 1.421, H129 1.089, H130 1.088
123 C 25.701 9.310 6.963  C122 1.502, O124 1.418, H131 1.094, H132 1.088
124 O 25.546 10.261 5.923  C123 1.418, S125 1.652
125 S 24.082 10.183 5.161  O124 1.652, O126 1.450, O127 1.442, O128 1.589
126 O 24.101 9.183 4.113  S125 1.450
127 O 23.548 11.491 4.869  S125 1.442
128 O 23.418 9.530 6.449  C122 1.421, S125 1.589
129 H 24.080 9.784 8.309  C122 1.089
130 H 24.156 8.066 7.726  C122 1.088
131 H 26.043 8.367 6.526  C123 1.094
132 H 26.382 9.625 7.750  C123 1.088

Atom charges from the Löwdin analysis, given in e for atoms 1 to 4: number 1, C, carries -0.175; number 2, C, carries -0.121; number 3, O, carries -0.226; number 4, S, carries 0.715